[1]
Below is C36H36AlIN8O6S5 as an isolated structure, with properties calculated with ωB97M-V/def2-TZVPD.

Geometry as ORCA input:
```
! wB97M-V def2-TZVPD RIJCOSX def2/J DEFGRID3
* xyz 0 1
Al -0.94 0.45 0.88
O 1.09 3.40 -0.14
C 0.33 4.52 -0.08
C 0.97 5.72 -0.38
C 0.28 6.91 -0.37
C -1.07 6.94 -0.04
C -1.71 5.75 0.27
C -1.03 4.53 0.26
C -1.75 3.30 0.63
O -1.07 2.18 0.52
N -2.99 3.39 1.00
N -3.55 2.19 1.41
C -4.63 1.90 0.79
S -5.19 2.81 -0.61
C -6.73 1.86 -0.78
C -6.42 0.43 -0.37
S -5.61 0.52 1.25
H 0.53 2.62 0.03
H 2.03 5.68 -0.63
H 0.80 7.83 -0.61
H -1.62 7.87 -0.04
H -2.76 5.74 0.52
H -7.04 1.92 -1.83
H -7.49 2.30 -0.14
H -5.74 -0.04 -1.07
H -7.32 -0.17 -0.26
C -2.03 2.55 5.62
C -1.14 1.75 4.74
C 0.11 1.19 4.95
C 0.48 0.60 3.73
N -0.49 0.79 2.84
N -1.46 1.48 3.47
C 1.71 -0.18 3.42
H -1.74 2.43 6.66
H -3.07 2.25 5.51
H -1.96 3.61 5.37
H 0.68 1.21 5.86
H -2.32 1.70 2.95
H 2.51 0.08 4.11
H 2.03 0.02 2.40
H 1.51 -1.25 3.51
N 0.01 -4.68 0.43
C 0.48 -3.46 0.73
O -0.19 -2.59 1.26
C 1.93 -3.12 0.42
I 3.11 -4.52 -0.66
H -0.98 -4.84 0.58
H 0.55 -5.35 -0.08
H 2.44 -2.94 1.36
H 1.93 -2.18 -0.14
N -0.09 -5.65 -3.56
C -0.67 -4.42 -3.29
C 0.12 -3.37 -2.79
C -0.46 -2.18 -2.43
C -1.84 -2.00 -2.57
C -2.62 -3.02 -3.09
C -2.04 -4.23 -3.44
S -2.54 -0.47 -2.06
O -3.97 -0.59 -2.15
O -1.85 0.60 -2.71
N -2.09 -0.42 -0.50
C -2.66 -1.21 0.43
S -3.61 -2.64 0.36
C -3.51 -2.74 2.10
C -2.80 -1.72 2.60
N -2.35 -0.82 1.66
H 0.90 -5.66 -3.70
H -0.60 -6.26 -4.19
H 1.19 -3.51 -2.69
H 0.14 -1.37 -2.03
H -3.69 -2.86 -3.20
H -2.65 -5.03 -3.85
H -4.01 -3.53 2.63
H -2.58 -1.54 3.64
C 9.09 -1.93 -3.46
C 7.76 -1.65 -2.81
O 6.89 -2.46 -2.68
S 7.62 0.06 -2.27
C 5.95 0.08 -1.67
C 5.00 0.83 -2.35
C 3.69 0.86 -1.90
C 3.33 0.14 -0.76
C 4.30 -0.60 -0.08
C 5.60 -0.62 -0.53
C 1.97 0.16 -0.29
C 0.83 0.14 0.13
H 9.35 -2.97 -3.31
H 9.87 -1.28 -3.06
H 9.00 -1.73 -4.53
H 5.28 1.38 -3.24
H 2.94 1.44 -2.42
H 4.02 -1.15 0.81
H 6.35 -1.20 0.00
*
```

As for the largest force on an atom: 0.009 hartree/bohr. For the highest occupied orbital energy, the calculation gives -7.64 eV.

Results of the Löwdin charge analysis, in e, for atoms 1 through 4:
1 Al 0.091
2 O 0.060
3 C -0.249
4 C -0.017


[2]
Below is C36H36AsN3O4PS3Ti as an isolated structure, with properties calculated with ωB97M-V/def2-TZVPD.

Geometry as ORCA input:
```
! wB97M-V def2-TZVPD RIJCOSX def2/J DEFGRID3
* xyz -2 2
Ti 0.68 -1.11 0.43
O 0.43 -1.46 -1.39
N -0.63 -1.83 -2.16
C -0.47 -1.63 -3.53
C -1.39 -2.20 -4.37
C -2.48 -2.93 -3.87
C -2.65 -2.98 -2.45
C -1.75 -2.42 -1.58
S -1.88 -2.28 0.14
H 0.35 -0.99 -3.80
H -1.26 -2.03 -5.44
H -3.21 -3.37 -4.53
H -3.53 -3.43 -2.02
O 0.29 -1.25 2.36
N 0.58 -2.30 3.15
C 0.53 -2.02 4.47
C 0.76 -2.96 5.43
C 1.07 -4.26 4.98
C 1.13 -4.52 3.65
C 0.88 -3.54 2.64
S 0.94 -3.86 1.01
H 0.30 -0.98 4.68
H 0.71 -2.69 6.47
H 1.27 -5.05 5.70
H 1.38 -5.51 3.28
O 4.03 -0.35 2.19
C 3.08 -0.24 1.42
O 2.53 -1.35 0.82
C 2.40 0.95 1.01
C 2.98 2.22 1.10
C 2.48 3.29 0.42
C 1.37 3.08 -0.47
C 0.83 4.11 -1.25
C -0.28 3.91 -2.07
C -0.86 2.66 -2.14
C -0.33 1.61 -1.39
C 0.77 1.79 -0.56
N 1.23 0.73 0.22
H 3.86 2.30 1.72
H 2.93 4.28 0.49
H 1.29 5.09 -1.19
H -0.68 4.74 -2.65
H -1.73 2.48 -2.77
H -0.77 0.62 -1.46
C 5.37 -2.37 -3.45
As 3.50 -1.94 -3.21
C 3.06 -3.12 -1.75
C 2.68 -2.81 -4.73
S 3.21 0.12 -3.19
H 5.50 -3.44 -3.65
H 5.91 -2.10 -2.54
H 5.76 -1.78 -4.28
H 3.65 -4.02 -1.93
H 2.00 -3.35 -1.73
H 3.32 -2.67 -0.79
H 3.32 -3.62 -5.09
H 2.55 -2.05 -5.51
H 1.70 -3.20 -4.45
C -2.74 0.02 2.69
P -1.86 0.84 1.30
C -3.34 1.52 0.42
C -3.71 0.88 -0.75
C -4.81 1.31 -1.48
C -5.55 2.41 -1.05
C -5.19 3.05 0.13
C -4.10 2.60 0.86
C -1.20 2.33 2.15
C -0.61 2.18 3.41
C 0.04 3.24 4.03
C 0.11 4.47 3.39
C -0.44 4.62 2.13
C -1.08 3.56 1.51
H -3.35 0.73 3.26
H -2.02 -0.46 3.35
H -3.38 -0.75 2.26
H -3.14 0.02 -1.09
H -5.08 0.80 -2.40
H -6.39 2.76 -1.63
H -5.76 3.90 0.48
H -3.83 3.11 1.78
H -0.62 1.21 3.89
H 0.51 3.09 4.99
H 0.63 5.30 3.86
H -0.34 5.56 1.60
H -1.45 3.68 0.50
*
```

As for the largest force on an atom: 0.014 hartree/bohr. The energy relative to the best compared isomer or geometry (same formula, charge and spin) is 2.192 eV. For the highest occupied orbital energy (spin up / spin down), the calculation gives 0.53 / 0.37 eV. As for the expectation value of S²: 0.767.

Results of the Löwdin charge analysis, in e, for atoms 1 through 4:
1 Ti 0.814
2 O -0.339
3 N -0.196
4 C -0.099


[3]
Below is C36H36Cl2N3O2OsS4Te as an isolated structure, with properties calculated with ωB97M-V/def2-TZVPD.

Geometry as ORCA input:
```
! wB97M-V def2-TZVPD RIJCOSX def2/J DEFGRID3
* xyz 0 6
Os -2.32 0.44 1.90
C 2.71 -1.81 3.55
C 2.66 -0.57 4.18
C 1.53 0.23 4.09
C 0.42 -0.21 3.36
C 0.47 -1.46 2.74
C 1.61 -2.25 2.84
N -0.75 0.57 3.29
N -0.82 1.54 4.22
C -2.07 2.08 4.29
C -2.36 3.01 5.29
C -3.64 3.54 5.37
C -4.63 3.16 4.47
C -4.33 2.25 3.46
C -3.06 1.69 3.36
H 3.59 -2.44 3.64
H 3.50 -0.22 4.76
H 1.49 1.18 4.60
H -0.40 -1.84 2.23
H 1.61 -3.22 2.36
H -1.59 3.29 5.99
H -3.87 4.26 6.15
H -5.62 3.59 4.54
H -5.09 1.97 2.75
O -4.70 -0.31 -4.20
C -4.51 -0.01 -3.05
S -4.98 -1.02 -1.67
C -4.28 0.00 -0.43
C -3.64 1.13 -0.83
S -2.85 2.24 0.24
S -3.59 1.43 -2.55
S -4.36 -0.54 1.22
Cl -3.46 -1.39 4.68
C -3.70 -3.13 4.50
Cl -2.39 -3.90 3.59
H -4.62 -3.29 3.96
H -3.73 -3.57 5.49
C -2.03 -2.74 -0.19
C -1.39 -1.42 -0.44
O -0.85 -1.31 -1.69
N -1.23 -0.42 0.32
Te -0.10 0.54 -1.58
C 0.60 0.42 -3.61
C 1.61 1.36 -3.88
C 2.18 2.30 -2.84
C 2.11 1.46 -5.17
C 1.64 0.67 -6.20
C 2.19 0.78 -7.60
C 0.60 -0.21 -5.92
C 0.06 -0.35 -4.65
C -1.09 -1.32 -4.49
C 1.72 0.06 -0.66
C 2.07 0.87 0.42
C 1.21 2.02 0.90
C 3.28 0.63 1.06
C 4.13 -0.38 0.65
C 5.42 -0.64 1.36
C 3.75 -1.17 -0.43
C 2.55 -0.97 -1.11
C 2.26 -1.87 -2.28
H -2.79 -2.93 -0.95
H -2.48 -2.77 0.80
H -1.27 -3.52 -0.27
H 1.41 2.74 -2.20
H 2.69 3.13 -3.33
H 2.90 1.79 -2.19
H 2.90 2.18 -5.37
H 2.95 1.55 -7.66
H 1.40 1.01 -8.31
H 2.64 -0.17 -7.91
H 0.18 -0.81 -6.72
H -1.41 -1.66 -5.47
H -1.94 -0.84 -4.01
H -0.82 -2.18 -3.89
H 0.15 1.76 0.91
H 1.34 2.90 0.26
H 1.48 2.30 1.91
H 3.55 1.25 1.91
H 5.62 0.12 2.11
H 6.26 -0.66 0.66
H 5.39 -1.61 1.87
H 4.40 -1.97 -0.75
H 2.81 -2.80 -2.17
H 2.57 -1.40 -3.22
H 1.20 -2.11 -2.37
*
```

As for the largest force on an atom: 0.008 hartree/bohr. The energy relative to the best compared isomer or geometry (same formula, charge and spin) is 0.456 eV. For the highest occupied orbital energy (spin up / spin down), the calculation gives -5.86 / -7.65 eV. As for the expectation value of S²: 8.789.

Results of the Löwdin charge analysis, in e, for atoms 1 through 4:
1 Os 1.224
2 C -0.117
3 C -0.102
4 C -0.048


[4]
Below is C36H36FFeN8O5S as an isolated structure, with properties calculated with ωB97M-V/def2-TZVPD.

Geometry as ORCA input:
```
! wB97M-V def2-TZVPD RIJCOSX def2/J DEFGRID3
* xyz 1 1
Fe 0.50 -0.28 -0.35
O -3.41 -4.70 -0.04
C -4.18 -3.75 0.29
O -5.39 -3.69 0.46
C -3.34 -2.49 0.43
C -3.32 -1.53 -0.58
C -2.24 -0.66 -0.63
N -1.27 -0.69 0.28
C -1.32 -1.55 1.30
C -2.36 -2.44 1.42
C -0.07 -1.59 2.10
C 0.07 -2.29 3.29
C 1.30 -2.26 3.93
C 2.34 -1.52 3.38
C 2.12 -0.87 2.18
N 0.95 -0.91 1.55
C -1.89 0.20 -1.79
C -2.82 0.71 -2.69
C -2.37 1.54 -3.70
C -1.02 1.83 -3.79
C -0.16 1.28 -2.86
N -0.58 0.47 -1.89
H -4.05 -1.57 -1.38
H -2.35 -3.21 2.19
H -0.76 -2.83 3.70
H 1.43 -2.79 4.86
H 3.30 -1.47 3.86
H 2.91 -0.31 1.70
H -3.86 0.47 -2.57
H -3.07 1.94 -4.42
H -0.63 2.46 -4.58
H 0.91 1.44 -2.91
C 5.48 5.44 1.14
C 4.79 5.24 -0.20
N 3.64 4.33 -0.11
C 3.83 3.02 -0.38
C 2.88 2.05 -0.31
C 3.32 0.63 -0.66
O 4.53 0.44 -0.71
O 2.41 -0.21 -0.90
C 1.56 2.41 0.12
O 0.60 1.63 0.27
C 1.35 3.84 0.40
C 0.08 4.27 0.79
C -0.14 5.58 1.06
F -1.38 6.00 1.37
C 0.90 6.53 1.02
C 2.15 6.11 0.64
C 2.40 4.77 0.30
N 0.70 7.90 1.35
C -0.25 8.25 2.39
C 0.10 9.61 2.94
N 0.04 10.61 1.81
C 0.98 10.22 0.69
C 0.63 8.82 0.23
H 6.33 6.10 1.03
H 5.84 4.48 1.53
H 4.80 5.86 1.88
H 5.48 4.80 -0.92
H 4.46 6.18 -0.63
H 4.83 2.72 -0.67
H -0.72 3.54 0.84
H 2.96 6.83 0.65
H -0.20 7.52 3.20
H -1.29 8.25 2.03
H 1.11 9.64 3.33
H -0.60 9.94 3.70
H 0.25 11.55 2.14
H -0.91 10.63 1.44
H 1.99 10.26 1.12
H 0.89 10.96 -0.10
H 1.34 8.53 -0.54
H -0.37 8.83 -0.24
C 2.71 -3.51 0.11
N 1.38 -4.05 0.27
C 1.15 -5.28 1.03
C -0.34 -5.57 0.77
N -0.69 -4.58 -0.24
C 0.30 -3.73 -0.47
S 0.25 -2.42 -1.56
H 3.35 -4.22 -0.42
H 3.14 -3.31 1.09
H 2.66 -2.58 -0.45
H 1.38 -5.12 2.08
H 1.80 -6.07 0.65
H -0.96 -5.43 1.66
H -0.52 -6.58 0.40
H -1.68 -4.43 -0.47
*
```

As for the largest force on an atom: 0.011 hartree/bohr. The energy relative to the best compared isomer or geometry (same formula, charge and spin) is 0.000 eV. For the highest occupied orbital energy (spin up / spin down), the calculation gives -9.30 / -9.30 eV.

Results of the Löwdin charge analysis, in e, for atoms 1 through 4:
1 Fe 0.350
2 O -0.030
3 C -0.683
4 O 0.034


[5]
Below is C36H36N11O3OsP2S as an isolated structure in a non-equilibrium geometry, with properties calculated with ωB97M-V/def2-TZVPD.

Geometry as ORCA input:
```
! wB97M-V def2-TZVPD RIJCOSX def2/J DEFGRID3
* xyz 1 1
Os 0.13 -0.35 0.44
N -2.77 -1.62 1.80
C -1.83 -1.08 2.64
N -1.97 -0.92 3.94
N -0.79 -0.42 4.36
N 0.02 -0.26 3.38
N -0.61 -0.68 2.25
C -2.58 -1.78 0.47
N -3.41 -2.37 -0.36
N -2.78 -2.33 -1.56
N -1.65 -1.74 -1.48
N -1.48 -1.35 -0.18
H -3.63 -1.95 2.21
O 0.84 1.72 -0.33
P 0.54 3.15 0.02
C -1.13 3.41 -0.63
P -2.20 2.18 0.20
O -1.44 0.91 0.53
C -2.85 2.91 1.70
C -2.64 2.24 2.90
C -3.15 2.75 4.09
C -3.87 3.93 4.07
C -4.08 4.61 2.88
C -3.57 4.11 1.70
C -3.55 1.90 -0.94
C -3.84 0.59 -1.30
C -4.88 0.33 -2.19
C -5.62 1.37 -2.71
C -5.32 2.69 -2.37
C -4.29 2.96 -1.49
C 0.47 3.53 1.76
C 0.02 4.77 2.22
C -0.02 5.03 3.57
C 0.38 4.06 4.48
C 0.82 2.82 4.04
C 0.87 2.56 2.68
C 1.69 4.27 -0.77
C 2.41 5.24 -0.07
C 3.35 6.02 -0.74
C 3.58 5.82 -2.09
C 2.88 4.84 -2.79
C 1.94 4.07 -2.13
H -1.08 3.16 -1.69
H -1.53 4.42 -0.51
H -2.07 1.32 2.90
H -2.98 2.22 5.01
H -4.27 4.33 5.00
H -4.65 5.53 2.87
H -3.75 4.64 0.77
H -3.26 -0.22 -0.89
H -5.10 -0.70 -2.46
H -6.43 1.17 -3.40
H -5.89 3.50 -2.79
H -4.06 3.98 -1.25
H -0.30 5.53 1.51
H -0.36 5.99 3.93
H 0.34 4.27 5.54
H 1.10 2.05 4.74
H 1.19 1.59 2.33
H 2.24 5.39 0.99
H 3.90 6.77 -0.19
H 4.31 6.42 -2.60
H 3.07 4.68 -3.84
H 1.41 3.29 -2.67
C 3.65 -1.51 1.90
C 2.95 -0.16 1.84
C 3.93 0.93 1.45
O 1.94 -0.15 0.82
H 4.45 -1.47 2.64
H 4.09 -1.77 0.93
H 2.97 -2.30 2.19
H 2.50 0.05 2.81
H 4.35 0.74 0.47
H 4.74 0.96 2.19
H 3.45 1.91 1.43
N 1.70 -6.95 -1.53
C 1.93 -6.44 -0.32
S 2.65 -7.26 0.90
C 1.51 -5.00 -0.14
C 1.42 -4.13 -1.22
C 1.06 -2.82 -1.00
N 0.80 -2.35 0.22
C 0.88 -3.19 1.28
C 1.23 -4.51 1.12
H 1.97 -7.91 -1.70
H 1.15 -6.48 -2.23
H 1.65 -4.43 -2.23
H 0.97 -2.11 -1.82
H 0.65 -2.77 2.24
H 1.29 -5.16 1.98
*
```

As for the largest force on an atom: 0.035 hartree/bohr. The energy relative to the best compared isomer or geometry (same formula, charge and spin) is 0.597 eV. For the highest occupied orbital energy, the calculation gives -10.93 eV.

Results of the Löwdin charge analysis, in e, for atoms 1 through 4:
1 Os 1.678
2 N 0.194
3 C -0.460
4 N 0.073